{
  "formula": "C4H12O",
  "method": "ωB97M-V with the def2-TZVPD basis set",
  "species": ["O", "C", "C", "C", "C", "H", "H", "H", "H", "H", "H", "H", "H", "H", "H", "H", "H"],
  "coordinates": [[-5.3939, -2.9906, -1.4940], [0.0168, 1.4040, -0.2855], [1.2203, 0.5903, 1.8684], [1.9293, -0.2604, -0.4465], [1.3333, 0.8717, 0.3758], [-0.2757, 0.6108, -0.9741], [1.3790, -1.1765, -0.2079], [0.0763, 2.3861, -0.7325], [-4.5177, -3.2329, -1.8522], [1.7804, -0.1817, -1.5270], [2.2274, 0.4659, 2.2896], [0.8231, -0.4260, 1.9624], [2.0054, 1.7391, 0.2730], [-5.6650, -2.1875, -1.9238], [-0.7848, 1.4370, 0.4608], [0.8467, 1.3700, 2.5277], [2.9992, -0.4193, -0.3142]],
  "forces_ev_per_a": [[0.75, -0.84, 0.16], [-0.23, -1.60, 1.16], [1.54, -1.17, -0.14], [-0.37, -0.71, -0.05], [0.21, 2.58, -0.73], [-0.34, 0.48, -0.47], [0.26, -0.21, 0.20], [0.25, 0.01, -0.34], [-0.76, 0.36, 0.20], [-0.04, 0.58, 0.09], [0.18, -0.08, -0.30], [-0.75, 0.40, 0.57], [0.17, -0.27, 0.12], [0.01, 0.47, -0.36], [0.06, 0.13, -0.04], [-0.90, -0.09, -0.42], [-0.04, -0.04, 0.37]],
  "nbo_charge": [-0.941, -0.607, -0.615, -0.608, -0.222, 0.200, 0.197, 0.213, 0.471, 0.211, 0.206, 0.204, 0.187, 0.469, 0.204, 0.220, 0.212],
  "largest_force_ev_per_a": 2.686,
  "de_lowest_ev": 0.476,
  "lumo_energy_ev": 0.86
}